Record 1
2 unconnected molecules or ions with the total composition C4H12N3. Source: the OMol25 dataset; level of theory: ωB97M-V/def2-TZVPD.

Cartesian coordinates (Å):
N -1.4668 -1.6374 0.4851
C -0.0491 -1.4329 0.7965
C 0.9347 -1.5702 3.0673
C 0.1354 -0.9756 2.2044
H -1.6173 -1.8958 -0.4827
H -2.0361 -0.8230 0.6959
H 0.4326 -0.7203 0.1016
H 0.4987 -2.3611 0.6466
H 1.0603 -1.2117 4.0842
H 1.5003 -2.4549 2.8144
H -0.4247 -0.1031 2.5364
N 0.7110 2.4269 -2.8705
C 0.4367 1.4307 -2.0648
N -0.5087 1.4568 -1.1650
H 0.1599 3.2743 -2.8695
H 1.4307 2.3466 -3.5718
H 1.0428 0.5391 -2.1374
H -0.6986 0.6581 -0.5716
H -1.0621 2.2956 -1.0449

**Relative energy (zero: lowest compared OMol25 entry of this formula, charge and spin)**: 1.9419 eV
**Net charge**: +1
**HOMO level**: -12.536 eV
**Gap between HOMO and LUMO**: 0.31824 Ha
**Energy**: -8805.792 eV


Record 2
A molecular structure, C4H12N3 in a non-equilibrium geometry. Source: the OMol25 dataset; level of theory: ωB97M-V/def2-TZVPD.

Cartesian coordinates (Å):
C -0.4663 1.8851 -0.7498
C 1.8642 -2.7324 -1.5913
C -1.7580 1.9536 2.1493
C 1.4846 -1.5562 -0.7201
N -0.4365 1.0694 0.2351
N -0.9110 1.0115 1.4821
N 0.2372 -1.1637 -0.5982
H -0.0372 1.5880 -1.6789
H -0.8604 2.9133 -0.7306
H 2.8444 -2.9802 -1.4644
H 1.6722 -2.2924 -2.5261
H 1.2392 -3.6006 -1.3790
H -2.7595 1.4771 2.3400
H -1.2908 2.0607 3.1189
H -1.9315 2.9303 1.5702
H 2.1758 -1.1016 -0.0316
H -0.6732 0.2191 2.0153
H -0.3896 -1.5397 -1.2296
H -0.0036 -0.1413 -0.2113

**Relative energy (zero: lowest compared OMol25 entry of this formula, charge and spin)**: 3.8474 eV
**Net charge**: +1
**HOMO level**: -12.630 eV
**Gap between HOMO and LUMO**: 0.31222 Ha
**Energy**: -8803.887 eV


Record 3
2 unconnected molecules or ions with the total composition C4H12N3 in a non-equilibrium geometry. Source: the OMol25 dataset; level of theory: ωB97M-V/def2-TZVPD.

Cartesian coordinates (Å):
C 0.0465 2.0417 -0.1161
C 1.2871 0.8211 0.9731
C -0.2959 -2.4073 -0.8700
C -1.3738 -0.6031 0.1740
N 1.3725 1.4791 -0.3474
N -0.0963 1.1914 1.0270
N -1.2231 -1.2849 -0.9437
H 0.1143 3.1632 0.1216
H -0.7877 1.8674 -0.7605
H 1.5656 -0.1771 0.7855
H 2.1410 1.1707 1.7564
H 0.7942 -2.1625 -0.6694
H -0.5359 -3.0918 -0.1072
H -0.2933 -2.8639 -1.9375
H -2.1214 0.0819 0.0724
H -0.9590 -1.0480 1.1114
H -0.3678 1.4793 1.9379
H 2.2294 1.9787 -0.3618
H -1.5748 -1.2668 -1.8867

**Relative energy (zero: lowest compared OMol25 entry of this formula, charge and spin)**: 5.0588 eV
**Net charge**: +1
**HOMO level**: -12.673 eV
**Gap between HOMO and LUMO**: 0.30523 Ha
**Energy**: -8802.675 eV


> Which formula does entry 2 have?

C4H12N3